[1]
Entry from the OMol25 dataset: a 10-piece molecular cluster, C29H62NO29P overall at a distorted geometry (the ωB97M-V functional and the def2-TZVPD basis).

Geometry as XYZ:
```
122
Properties=species:S:1:pos:R:3:lowdin_charge:R:1
C -0.160 2.063 0.420 -0.03
N 0.876 1.172 0.032 -0.29
C 2.045 1.955 -0.406 0.00
C 1.253 0.308 1.162 -0.01
C 0.200 0.356 -1.109 -0.04
C -0.917 -0.625 -0.628 -0.23
O -1.527 -0.917 -1.923 -0.23
H -1.127 1.767 0.564 0.07
H -0.391 3.042 -0.398 0.21
H -0.059 2.501 1.130 -0.05
H 2.932 1.316 -0.402 0.10
H 2.337 2.432 0.419 0.03
H 1.873 2.686 -1.192 0.12
H 2.057 -0.390 0.630 0.14
H 0.609 -0.547 1.634 0.12
H 1.684 0.769 2.264 0.16
H 0.815 -0.017 -1.737 0.05
H -0.280 1.048 -1.768 0.12
H -1.605 -0.325 0.094 0.08
H -0.590 -1.638 -0.224 0.08
H -2.303 -0.085 -2.258 0.08
P -2.677 2.625 -2.810 -0.31
O -1.671 3.336 -3.551 -0.34
O -2.720 3.647 -1.661 -0.42
O -2.679 1.186 -2.534 -0.31
O -3.784 3.207 -3.618 -0.37
C 4.293 3.846 -3.151 -0.08
O 4.228 3.118 -1.996 -0.08
C 5.199 3.179 -1.127 -0.55
O 6.234 3.833 -1.407 0.03
O 4.949 2.842 0.163 -0.03
C 5.812 3.059 1.296 -0.04
H 5.334 3.676 -3.708 0.14
H 3.634 4.710 -2.796 0.13
H 3.465 3.218 -3.815 0.15
H 5.193 3.342 2.209 0.12
H 6.555 3.760 0.954 0.09
H 6.441 2.366 1.551 0.01
C -2.611 -8.375 -0.100 -0.01
O -3.007 -7.138 0.483 0.01
C -3.199 -6.074 -0.278 -0.64
O -3.143 -6.066 -1.488 0.10
O -3.465 -4.980 0.341 0.05
C -3.801 -3.838 -0.320 -0.04
H -3.304 -8.665 -0.787 0.07
H -2.482 -9.030 0.701 0.09
H -1.858 -8.036 -0.712 0.07
H -4.230 -3.996 -1.377 0.14
H -2.947 -3.273 -0.375 0.08
H -4.632 -3.513 0.077 0.03
C -3.751 2.417 1.710 -0.04
O -3.630 1.162 2.239 0.05
C -4.542 0.356 2.346 -0.57
O -5.684 0.515 1.927 0.10
O -4.152 -0.916 2.870 -0.01
C -5.043 -1.846 3.132 -0.15
H -4.803 2.723 1.595 0.10
H -3.579 2.494 0.655 0.07
H -3.112 3.097 2.371 0.13
H -5.729 -1.927 2.364 0.07
H -5.658 -1.538 3.911 0.08
H -4.590 -2.780 3.216 0.09
C 3.680 6.245 1.019 -0.09
O 2.772 6.788 0.110 -0.03
C 1.631 6.051 -0.165 -0.43
O 1.408 4.882 0.413 0.00
O 0.809 6.507 -1.083 0.02
C -0.255 5.825 -1.625 -0.07
H 4.232 5.503 0.493 0.07
H 3.171 5.803 1.976 0.12
H 4.281 7.058 1.389 0.08
H -1.072 5.551 -1.102 0.04
H -0.013 4.999 -2.222 0.06
H -0.674 6.436 -2.532 0.15
C 2.259 3.619 4.164 0.03
O 2.726 2.522 3.265 0.03
C 3.557 1.767 3.786 -0.75
O 4.053 2.009 4.866 0.08
O 4.017 0.741 3.088 -0.07
C 5.021 -0.127 3.536 -0.13
H 3.070 4.200 4.557 0.08
H 1.821 3.154 4.915 0.04
H 1.752 4.396 3.553 0.11
H 6.005 0.451 3.481 0.09
H 5.029 -1.186 2.821 0.15
H 4.799 -0.270 4.641 0.09
C -5.425 -0.722 -1.393 -0.09
O -6.604 -0.848 -2.031 0.03
C -7.326 -1.950 -1.810 -0.49
O -6.912 -2.982 -1.327 0.11
O -8.617 -1.813 -2.393 -0.03
C -9.485 -2.883 -2.315 -0.12
H -5.587 -1.119 -0.370 0.08
H -5.071 0.313 -1.056 0.13
H -4.540 -1.242 -1.880 0.12
H -9.430 -3.387 -1.303 0.11
H -9.425 -3.557 -3.249 0.13
H -10.403 -2.517 -2.064 0.04
C 0.880 -3.835 -0.777 -0.02
O 1.681 -3.813 0.373 0.03
C 1.320 -3.398 1.511 -0.73
O 0.162 -3.156 1.768 0.10
O 2.359 -3.334 2.269 -0.03
C 2.156 -3.195 3.620 -0.12
H 1.323 -4.284 -1.556 0.04
H 0.708 -2.775 -1.191 0.11
H -0.228 -4.224 -0.514 0.15
H 1.223 -2.512 3.971 0.13
H 3.195 -2.543 4.017 0.13
H 2.205 -4.263 4.102 0.11
C 5.215 -2.293 -0.993 -0.07
O 4.803 -3.117 -2.083 -0.02
C 3.726 -2.720 -2.833 -0.50
O 2.900 -1.887 -2.455 0.09
O 3.498 -3.463 -3.971 -0.01
C 2.470 -3.095 -4.852 -0.04
H 5.176 -1.144 -1.206 0.13
H 6.135 -2.487 -0.817 -0.01
H 4.581 -2.450 -0.029 0.12
H 1.617 -2.820 -4.510 0.03
H 2.374 -3.875 -5.573 0.10
H 2.691 -2.130 -5.230 0.10
```

The energy comes out at -101213.321 eV. For the HOMO energy, the calculation gives 0.0675 Ha. As for the total charge: -2. The calculation puts the energy above the lowest of the compared OMol25 structures with the same formula, charge and spin at 4.4643 eV. As for the LUMO energy: 3.2 eV.

[2]
Entry from the OMol25 dataset: C29H63CuGeO2Si4 as an isolated structure at a distorted geometry (the ωB97M-V functional and the def2-TZVPD basis).

Geometry as XYZ:
```
100
Properties=species:S:1:pos:R:3:lowdin_charge:R:1
Cu 0.460 -0.296 -0.978 0.13
C 4.275 -0.322 -0.870 -0.16
O 2.992 0.234 -0.954 -0.40
Si 2.656 1.803 -1.454 0.39
C 3.687 2.958 -0.324 -0.15
C 3.613 2.053 -3.100 -0.15
C 0.742 1.755 -1.425 -0.46
Si 0.114 1.741 -3.245 0.44
C -1.752 1.551 -3.625 -0.17
C 0.602 3.329 -4.196 -0.17
C 0.810 0.197 -4.138 -0.17
Si -0.139 3.084 -0.362 0.47
C -0.906 2.301 1.212 -0.18
C -1.689 3.898 -1.152 -0.18
C 0.904 4.560 0.275 -0.18
H 5.006 0.410 -0.518 0.08
H 4.599 -0.687 -1.847 0.09
H 4.232 -1.158 -0.169 0.08
H 4.725 2.637 -0.341 0.03
H 3.371 2.957 0.712 0.01
H 3.671 3.984 -0.675 0.02
H 4.614 1.638 -3.010 0.03
H 3.734 3.108 -3.319 0.03
H 3.143 1.592 -3.958 0.01
H -2.337 2.394 -3.287 0.00
H -2.154 0.650 -3.176 0.00
H -1.890 1.473 -4.701 0.03
H -0.105 4.129 -3.999 0.02
H 0.602 3.157 -5.269 0.03
H 1.585 3.691 -3.920 0.00
H 0.082 -0.606 -4.115 0.01
H 1.708 -0.170 -3.658 -0.01
H 1.046 0.390 -5.180 0.04
H -1.407 1.371 0.958 0.00
H -1.635 2.960 1.677 0.03
H -0.155 2.078 1.963 0.00
H -2.482 3.168 -1.261 0.00
H -1.495 4.320 -2.132 0.01
H -2.077 4.697 -0.526 0.03
H 1.476 4.286 1.154 0.01
H 0.273 5.399 0.549 0.03
H 1.607 4.911 -0.470 0.01
C -4.274 0.328 -1.099 0.01
C -3.289 -0.790 -0.875 -0.38
O -2.091 -0.615 -0.984 0.01
C -3.837 -2.116 -0.504 -0.16
C -5.127 -2.527 -0.841 -0.02
C -5.570 -3.781 -0.461 -0.07
C -4.734 -4.636 0.242 -0.07
C -3.451 -4.236 0.579 -0.06
C -3.007 -2.981 0.210 -0.04
H -3.743 1.278 -1.063 0.07
H -5.065 0.310 -0.355 0.09
H -4.720 0.219 -2.089 0.10
H -5.769 -1.895 -1.436 0.11
H -6.566 -4.103 -0.734 0.11
H -5.072 -5.628 0.506 0.11
H -2.798 -4.907 1.116 0.11
H -2.009 -2.647 0.447 0.08
C -0.834 -3.116 -2.616 -0.18
Si 0.546 -2.635 -1.336 0.57
C 2.205 -2.831 -2.310 -0.20
C 0.614 -4.204 -0.204 -0.22
H -0.575 -4.053 -3.102 0.03
H -0.935 -2.359 -3.386 0.00
H -1.804 -3.242 -2.148 0.00
H 2.200 -3.747 -2.893 0.03
H 3.044 -2.877 -1.626 0.01
H 2.373 -2.006 -2.991 0.00
H 0.430 -5.106 -0.780 0.03
H -0.111 -4.181 0.600 -0.01
H 1.595 -4.292 0.250 0.01
C -1.763 -1.092 5.289 -0.11
C -1.780 -2.196 4.237 -0.26
C -0.553 -2.143 3.318 -0.30
C -0.559 -0.948 2.377 -0.34
Ge 1.089 -0.820 1.210 0.93
C 2.377 0.513 1.994 -0.31
C 2.765 0.207 3.439 -0.27
C 1.871 0.864 4.490 -0.26
C 2.015 2.382 4.533 -0.10
H -2.629 -1.159 5.945 0.07
H -1.776 -0.114 4.815 0.06
H -0.863 -1.165 5.895 0.07
H -2.692 -2.116 3.640 0.10
H -1.796 -3.166 4.739 0.10
H -0.508 -3.058 2.725 0.08
H 0.349 -2.116 3.935 0.10
H -0.612 -0.023 2.944 0.03
H -1.447 -0.971 1.749 0.04
H 1.865 -2.113 1.597 -0.01
H 1.987 1.520 1.887 0.03
H 3.264 0.450 1.373 0.04
H 3.795 0.531 3.616 0.11
H 2.756 -0.879 3.583 0.09
H 2.128 0.457 5.470 0.11
H 0.831 0.608 4.299 0.08
H 3.044 2.659 4.754 0.07
H 1.373 2.809 5.302 0.07
H 1.739 2.831 3.582 0.05
```

The energy comes out at -167859.680 eV. For the HOMO energy, the calculation gives -0.2861 Ha. As for the LUMO energy: -0.6 eV.